The following is a DFT calculation (ωB97M-V/def2-TZVPD) of C54H129N3O12 as an isolated structure in a non-equilibrium geometry.

Values from the calculation:
largest force on an atom = 10.3 eV Å⁻¹
LUMO = 0.0120 Ha
DFT total energy = -3200.32393 Ha
frontier orbital gap = 0.2908 Ha
energy above the lowest of the compared OMol25 structures with the same formula, charge and spin = 42.899 eV
net charge = 0

Last column: Mulliken charge in e.
Cartesian coordinates (Å):
C  1.2204  3.4590  -5.8189  -1.810
C  0.3055  2.2087  -5.6914  0.410
C  -0.1029  2.1611  -4.2400  -0.031
C  -1.4033  1.3476  -3.9397  1.348
C  -2.5589  1.7455  -4.8435  -2.753
C  -2.2010  1.7163  -6.3715  2.431
N  -0.8933  2.4637  -6.5153  0.483
O  -0.6261  2.7339  -7.8541  -0.539
C  -2.2567  0.2171  -6.8517  -1.928
C  -3.3451  2.5889  -6.9422  -1.780
C  1.1423  0.9548  -5.9739  -1.550
H  2.1753  3.4660  -5.2932  0.486
H  0.7771  4.4095  -5.5220  0.367
H  1.6146  3.4741  -6.8350  0.555
H  0.6957  1.6116  -3.7415  0.986
H  -0.2441  3.2040  -3.9563  -0.768
H  -1.6574  1.3235  -2.8800  -3.582
H  -1.1156  0.3051  -4.0754  0.483
H  -2.7704  2.7729  -4.5473  0.696
H  -3.4356  1.1313  -4.6379  1.119
H  -1.8463  -0.5153  -6.1565  0.261
H  -3.2509  -0.1555  -7.0983  0.445
H  -1.7611  0.0169  -7.8016  0.482
H  -3.0988  3.6507  -6.9465  0.429
H  -3.6496  2.3850  -7.9688  0.404
H  -4.1512  2.5659  -6.2089  0.341
H  0.5872  0.0875  -5.6164  0.296
H  2.0693  1.0318  -5.4056  0.443
H  1.3015  0.8247  -7.0443  0.354
H  0.0468  2.0793  -8.0548  0.408
C  -4.9238  -2.9291  -0.8163  -1.734
C  -3.7041  -3.8341  -0.8220  1.731
C  -2.4769  -2.8612  -0.7926  0.021
C  -1.1755  -3.5080  -0.5796  0.203
C  -1.2616  -4.2193  0.7434  -0.500
C  -2.4190  -5.2612  0.8825  1.302
N  -3.7452  -4.6672  0.4191  0.116
O  -4.8058  -5.4721  0.5890  -0.495
C  -2.1283  -6.7219  0.1543  -1.572
C  -2.5971  -5.4050  2.4353  -1.829
C  -3.7228  -4.7109  -2.1015  -1.909
H  -4.7944  -2.1395  -1.5565  0.166
H  -5.2802  -2.5095  0.1245  0.364
H  -5.8597  -3.3552  -1.1777  0.493
H  -2.1960  -2.3855  -1.7323  0.257
H  -2.7221  -2.1929  0.0328  0.553
H  -0.4558  -2.7038  -0.4268  -1.194
H  -0.7965  -4.0760  -1.4292  0.556
H  -1.2719  -3.4385  1.5039  -0.005
H  -0.2422  -4.5910  0.8464  2.043
H  -2.5898  -7.3963  0.8756  0.525
H  -2.3019  -6.7788  -0.9203  0.203
H  -1.1756  -7.2197  0.3351  0.435
H  -3.2376  -6.2578  2.6600  0.541
H  -1.6461  -5.6655  2.8999  0.352
H  -3.1659  -4.6432  2.9683  0.272
H  -4.5053  -5.4621  -2.2088  0.376
H  -2.7647  -5.1779  -2.3298  0.370
H  -3.8219  -4.0567  -2.9676  0.407
H  -4.4922  -6.1497  -0.0144  0.453
C  2.0332  -0.8044  2.1324  0.218
C  0.8806  -0.7191  1.1797  3.315
C  -0.3267  -0.6612  2.0891  -1.779
C  -1.6591  -0.3015  1.3267  -0.728
C  -1.4895  1.0642  0.6107  -0.511
C  -0.1789  1.2022  -0.2604  1.749
N  1.0186  0.5444  0.4400  0.455
O  2.2423  0.7264  -0.2074  1.390
C  -0.4002  0.6225  -1.7159  0.411
C  0.1302  2.6726  -0.4728  -1.392
C  0.8240  -1.9186  0.2162  0.227
H  1.9761  -1.6891  2.7666  1.581
H  1.9795  0.0314  2.8301  -1.232
H  3.0408  -0.8200  1.7170  -0.816
H  -0.5379  -1.6105  2.5814  0.633
H  -0.1550  0.0337  2.9111  -1.340
H  -2.6282  -0.4393  1.8063  1.194
H  -1.7714  -1.0220  0.5166  -1.316
H  -1.8095  1.9042  1.2272  0.220
H  -2.3311  1.0056  -0.0796  -0.034
H  -0.5195  -0.4609  -1.7122  -0.474
H  -1.4285  0.8660  -1.9832  -0.244
H  0.3310  0.8630  -2.4877  -0.422
H  0.8318  2.8562  -1.2865  -2.358
H  -0.7659  3.2501  -0.7000  0.536
H  0.5973  3.0834  0.4223  0.421
H  -0.1318  -2.0910  -0.2787  -0.439
H  1.0085  -2.8647  0.7251  -0.052
H  1.4775  -1.7778  -0.6448  -0.249
H  2.7197  1.2405  0.4478  -0.158
C  3.6760  3.3466  3.9868  -0.725
C  2.6700  2.3319  4.5619  0.873
C  1.2772  2.9788  4.6798  -1.230
O  2.6179  1.2896  3.6669  0.622
H  3.4860  4.3848  4.2592  0.516
H  3.5638  3.2715  2.9052  0.100
H  4.7248  3.0903  4.1367  0.349
H  3.0203  2.1361  5.5754  0.405
H  0.7697  2.9849  3.7152  0.011
H  1.1075  3.8941  5.2469  0.535
H  0.6777  2.2486  5.2234  -0.043
H  1.7000  1.1448  3.4258  -0.863
C  4.7698  -2.1452  0.2081  -2.525
C  3.2703  -2.0921  -0.1772  2.121
C  3.0816  -1.1429  -1.4003  -0.757
O  2.9967  -3.4103  -0.5623  -0.559
H  5.1223  -2.8102  0.9965  0.221
H  5.0607  -1.1158  0.4175  0.972
H  5.3508  -2.4490  -0.6626  0.552
H  2.5321  -1.8170  0.5761  -0.603
H  2.0635  -1.2886  -1.7612  0.673
H  3.6994  -1.4625  -2.2395  0.551
H  3.1345  -0.0642  -1.2529  -1.280
H  2.7527  -3.4912  -1.4872  0.505
C  4.6421  0.7251  1.7353  0.405
C  3.9882  2.0565  1.2730  -0.294
C  3.9511  2.0357  -0.3082  -1.037
O  2.6661  1.9904  1.7750  -1.947
H  4.3812  0.4116  2.7461  -0.141
H  5.7210  0.6880  1.5848  0.622
H  4.3594  -0.1612  1.1673  -2.188
H  4.5510  2.9318  1.5974  1.295
H  3.3025  2.6683  -0.9143  0.263
H  3.5998  1.1090  -0.7621  -0.441
H  4.9321  2.3033  -0.7008  0.479
H  2.7148  1.8925  2.7288  0.760
C  -4.2518  1.9773  1.0629  -0.607
C  -4.6895  2.9022  2.1379  0.063
C  -3.5517  2.9983  3.1689  -0.702
O  -5.0560  4.1280  1.6509  -0.682
H  -4.2373  0.9286  1.3598  0.378
H  -3.2375  2.1368  0.6972  0.098
H  -4.8337  2.1658  0.1606  0.603
H  -5.5480  2.5521  2.7110  0.419
H  -3.7271  3.8387  3.8405  0.417
H  -2.6116  3.2656  2.6865  -0.041
H  -3.4808  2.0830  3.7566  0.266
H  -4.7534  4.2414  0.7470  0.378
C  1.7942  -4.1378  2.0192  -0.216
C  1.5046  -4.5377  3.4431  0.162
C  2.8993  -4.7854  4.0778  -1.691
O  0.8153  -3.4462  4.0356  -0.561
H  2.2428  -4.8793  1.3581  0.476
H  2.2136  -3.1459  1.8509  0.239
H  0.8716  -4.0656  1.4431  -2.555
H  0.8510  -5.4028  3.5540  0.521
H  3.5963  -3.9474  4.0598  0.135
H  3.5033  -5.4978  3.5158  0.506
H  2.8403  -5.4032  4.9738  0.399
H  1.3984  -2.6917  4.1471  0.568
C  4.3510  -0.7626  5.0866  -2.056
C  3.4535  -1.0663  3.9200  0.685
C  4.1586  -1.7739  2.7460  -1.061
O  2.3129  -1.8318  4.3386  -0.705
H  3.8376  -0.0927  5.7763  0.340
H  5.1989  -0.1981  4.6984  0.409
H  4.7532  -1.5534  5.7197  0.320
H  3.1436  -0.1005  3.5208  -0.425
H  4.7594  -1.0156  2.2440  1.542
H  3.3907  -2.1658  2.0790  0.305
H  4.8987  -2.5427  2.9681  0.252
H  1.8694  -1.1689  4.8728  0.417
C  -1.6963  1.1202  3.6714  -0.174
C  -1.0987  0.2135  4.7634  0.038
C  -1.7007  -1.1426  4.7740  -1.377
O  0.2676  0.0683  4.4341  -0.575
H  -2.7814  1.0601  3.7546  0.413
H  -1.5174  0.6642  2.6977  0.316
H  -1.3952  2.1578  3.5270  -0.435
H  -1.1473  0.6894  5.7428  0.692
H  -2.4355  -1.1724  5.5786  0.598
H  -0.8922  -1.8160  5.0588  0.279
H  -2.1841  -1.3989  3.8313  0.034
H  0.2810  -0.0973  3.4886  0.325
C  0.7229  4.3947  -2.8736  -1.429
C  2.2408  4.3195  -2.8695  0.765
C  2.8372  5.6249  -2.3723  -1.489
O  2.7614  3.5131  -1.8401  -0.241
H  0.2075  4.8102  -3.7395  0.924
H  0.3597  5.0323  -2.0676  0.515
H  0.2627  3.4084  -2.8140  0.244
H  2.5591  3.8906  -3.8197  -0.055
H  2.5116  6.4507  -3.0049  0.385
H  3.9221  5.5252  -2.3391  0.369
H  2.4354  5.7218  -1.3637  0.331
H  2.2735  3.5031  -1.0134  0.410
C  -2.4022  2.9691  -1.7184  -0.399
C  -3.4908  2.2784  -2.4416  1.592
C  -3.4612  0.7646  -2.2504  -1.730
O  -4.7547  2.6181  -1.8939  -0.741
H  -2.6306  2.9214  -0.6537  0.636
H  -2.3844  4.0113  -2.0371  0.961
H  -1.4351  2.5701  -2.0244  0.485
H  -3.4132  2.3684  -3.5251  -1.081
H  -3.5407  0.5238  -1.1903  1.108
H  -2.5776  0.3789  -2.7590  0.578
H  -4.4326  0.4205  -2.6054  0.530
H  -5.1304  1.9041  -1.3737  0.616

The following is a DFT calculation (ωB97M-V/def2-TZVPD) of one molecule with the formula C3H10N2 in a non-equilibrium geometry.

Values from the calculation:
largest force on an atom = 5.6 eV Å⁻¹
SMILES string = C[C@H](N)CN
LUMO = 0.0457 Ha
DFT total energy = -229.74523 Ha
frontier orbital gap = 0.3685 Ha
energy above the lowest of the compared OMol25 structures with the same formula, charge and spin = 1.742 eV
net charge = 0

Last column: Mulliken charge in e.
Cartesian coordinates (Å):
C  0.5532  -1.1826  1.0473  -1.376
C  0.2471  0.1338  0.3468  0.382
N  -0.4372  1.0822  1.2590  -0.573
C  -0.5412  -0.1578  -0.9039  -0.295
N  0.1081  0.5587  -2.0373  -0.624
H  1.5514  -1.5059  0.6222  0.340
H  0.9368  -0.9509  2.0075  0.390
H  -0.1933  -2.0330  1.0377  0.283
H  1.2930  0.7373  0.1357  0.186
H  -1.4877  0.9176  1.2572  0.183
H  0.0331  1.3488  2.1254  0.218
H  -1.5762  0.0829  -0.9060  0.339
H  -0.4364  -1.2008  -1.3897  0.168
H  0.4977  1.3680  -1.8403  0.176
H  -0.5485  0.8019  -2.7616  0.203

The following is a DFT calculation (ωB97M-V/def2-TZVPD) of a 2-piece molecular cluster, C2H10NS2 overall in a non-equilibrium geometry.

Values from the calculation:
largest force on an atom = 1.8 eV Å⁻¹
spin multiplicity = 2
LUMO (spin up / spin down) = -0.3262 / -0.4740 Ha
DFT total energy = -932.59617 Ha
frontier orbital gap (spin up / spin down) = 0.3781 / 0.2288 Ha
energy above the lowest of the compared OMol25 structures with the same formula, charge and spin = 1.514 eV
net charge = +2

Last column: Mulliken charge in e.
Cartesian coordinates (Å):
C  -1.2413  1.6406  0.1023  -0.772
S  -1.5750  0.0413  -0.6979  0.000
S  -1.7840  -1.2278  0.9244  0.475
C  -0.0448  -1.7182  1.1554  -0.744
H  -2.1855  2.0134  0.5682  0.350
H  -0.4594  1.5061  0.8848  0.347
H  -0.9133  2.3493  -0.6605  0.377
H  0.5660  -0.8293  1.4134  0.316
H  -0.0254  -2.4002  2.0059  0.376
H  0.3370  -2.2270  0.2767  0.343
N  1.4746  0.1831  -1.2030  -0.328
H  0.4054  0.1367  -1.1844  0.068
H  1.7815  1.0154  -0.7311  0.410
H  1.8331  -0.6406  -0.6848  0.374
H  1.8311  0.1570  -2.1694  0.410

The following is a DFT calculation (ωB97M-V/def2-TZVPD) of a 6-piece molecular cluster, C6H24O6 overall in a non-equilibrium geometry.

Values from the calculation:
largest force on an atom = 2.1 eV Å⁻¹
SMILES string = CO.CO.CO.CO.CO.CO
LUMO = 0.0213 Ha
DFT total energy = -694.30905 Ha
frontier orbital gap = 0.3810 Ha
energy above the lowest of the compared OMol25 structures with the same formula, charge and spin = 3.901 eV
net charge = 0

Last column: Mulliken charge in e.
Cartesian coordinates (Å):
C  -3.0072  1.6035  -0.0604  -0.374
O  -1.8766  1.8583  -0.8378  -0.429
H  -3.0217  0.6594  0.5045  0.003
H  -3.1699  2.4003  0.6744  0.257
H  -3.8886  1.6624  -0.7262  0.275
H  -1.1329  2.2147  -0.3448  0.324
C  -2.4258  -1.1197  2.5069  -0.462
O  -2.1922  -2.3664  3.0948  -0.522
H  -1.8549  -1.1689  1.5862  0.084
H  -3.4866  -0.9964  2.1911  0.281
H  -2.1617  -0.2762  3.1255  0.310
H  -2.3435  -2.2612  4.0187  0.298
C  2.4571  2.9350  -2.6754  -0.639
O  1.3739  2.0620  -2.6274  -0.417
H  3.2247  2.6947  -1.9196  0.260
H  2.9534  2.9503  -3.6227  0.293
H  2.0875  3.9831  -2.4666  0.220
H  1.5959  1.1963  -3.0574  0.309
C  1.5584  -3.4061  2.2107  -0.597
O  1.4433  -2.2765  1.3371  -0.473
H  2.6512  -3.4946  2.3872  0.227
H  1.0472  -3.2984  3.1515  0.255
H  1.2331  -4.2608  1.6239  0.286
H  0.4941  -2.1718  1.0895  0.263
C  0.4377  -1.2646  -3.2140  -0.491
O  0.8180  -0.3202  -4.1650  -0.562
H  -0.3006  -1.9946  -3.5900  0.326
H  1.3146  -1.8034  -2.8306  0.247
H  -0.1282  -0.7664  -2.3802  0.129
H  -0.0281  0.1669  -4.3624  0.324
C  1.1040  1.1439  1.9280  -0.470
O  0.5234  1.5483  0.6728  -0.415
H  0.3998  1.2615  2.7352  0.238
H  1.3738  0.0815  1.9165  0.127
H  1.9952  1.7116  2.2026  0.281
H  0.9322  1.1123  -0.0766  0.235